1.
This record from OMol25 describes a 15-piece molecular cluster, C45H109N11O23S4 overall. The level of theory is wB97M-V/def2-TZVPD.

```
192
Properties=species:S:1:pos:R:3:forces:R:3
O 0.264627 4.788084 -0.509721 0.177 -1.267 -0.770
S 0.461437 6.124510 -0.081134 0.174 -0.462 -0.102
O 0.227262 6.383889 1.298797 -0.286 0.525 0.828
O 1.956315 6.550800 -0.401148 0.463 0.796 0.977
C 2.712356 7.027240 0.839106 -0.790 0.770 -1.706
C 4.081676 7.378166 0.381029 1.678 0.524 -0.927
C -0.534621 7.173425 -1.040297 -0.121 -0.354 0.472
H 2.620423 6.192671 1.482084 0.359 -0.495 1.007
H 2.225240 7.920760 1.265874 -0.108 -0.605 -0.278
H 4.121748 8.071783 -0.488665 -0.630 -0.462 0.390
H 4.688066 6.512747 0.060120 -0.313 0.230 0.389
H 4.650382 7.960284 1.127906 -0.340 -0.599 0.121
H -1.499513 6.811753 -0.658867 -0.194 0.241 -0.546
H -0.409146 7.042199 -2.139506 -0.004 0.373 1.023
H -0.356786 8.111384 -0.520007 -0.088 0.605 -0.873
O -5.032757 -6.180907 1.503681 0.031 0.073 -0.028
S -4.289074 -4.977793 1.306705 1.890 -1.060 0.965
O -4.991432 -3.735715 1.343409 -0.027 0.708 -0.316
O -3.083193 -4.906386 2.499599 -1.019 -0.854 -1.843
C -3.607399 -4.340902 3.683075 -1.954 1.128 0.217
C -2.606381 -4.295181 4.779926 0.594 -1.869 0.267
C -3.204932 -5.140688 -0.100481 -1.317 -1.691 -0.343
H -4.615146 -4.793671 3.955265 1.312 0.237 -0.132
H -3.803597 -3.314103 3.418278 -0.499 0.574 0.066
H -1.616089 -4.175514 4.338300 0.034 0.855 0.217
H -2.520356 -5.289177 5.216455 -0.109 -0.178 0.322
H -2.890973 -3.616653 5.584678 0.279 0.221 -0.339
H -2.679690 -6.134730 -0.028811 -0.457 1.091 -0.008
H -2.603348 -4.271798 -0.136716 0.862 0.727 0.052
H -3.867143 -5.158283 -1.008522 0.458 -0.078 0.908
O -1.537015 5.146131 -3.555525 -0.490 -0.098 -0.261
S -1.332976 3.810391 -4.042241 0.353 0.219 0.227
O -2.039571 3.310514 -5.187410 -0.187 0.236 -0.043
O 0.214788 3.699779 -4.339131 0.857 -0.036 0.125
C 0.774669 3.814561 -5.651424 -1.332 1.944 -1.363
C 0.681361 5.217114 -6.344730 1.427 -0.306 1.726
C -1.445494 2.676129 -2.706289 -0.537 1.258 -0.163
H 0.234284 3.190448 -6.333966 0.014 -1.050 -0.084
H 1.798198 3.614316 -5.592993 1.372 -0.997 0.538
H -0.282914 5.266765 -6.771411 -0.940 0.646 -0.642
H 1.503770 5.341402 -7.085950 -0.760 -0.347 0.315
H 0.848704 5.999517 -5.581102 -0.327 -0.194 -0.406
H -0.788350 3.057951 -1.952971 0.840 -0.027 0.407
H -1.209803 1.714228 -3.109904 0.127 -0.631 0.195
H -2.440798 2.777451 -2.261598 0.111 -0.299 -0.563
O 2.684682 -1.664280 1.808048 0.531 -0.184 -1.134
S 2.201394 -1.659768 3.136530 -1.026 -1.065 1.890
O 1.143596 -0.752303 3.490932 0.591 -0.600 -0.013
O 1.635881 -3.131322 3.529953 -0.156 -0.171 0.011
C 2.374003 -4.427650 3.349386 1.592 2.691 -0.650
C 1.363177 -5.466885 3.148582 0.669 -1.130 0.495
C 3.515472 -1.655345 4.301104 -0.087 0.548 1.281
H 3.066133 -4.606852 4.204650 -0.671 0.292 -0.376
H 2.989650 -4.242361 2.446345 -0.149 -0.390 0.367
H 0.771773 -5.501947 4.064194 -0.110 -0.637 -0.131
H 1.932061 -6.410243 2.900023 -0.993 0.704 0.479
H 0.742911 -5.178418 2.335052 -0.561 -0.059 -0.671
H 3.151351 -1.974257 5.300663 -0.050 -0.108 -0.844
H 3.902962 -0.660300 4.457608 0.134 0.414 -0.488
H 4.294701 -2.302139 3.938557 0.256 -0.293 -0.155
C -4.326438 5.362830 -1.678496 1.068 1.110 0.623
C -3.590687 5.125383 -0.375413 -1.438 -3.941 -0.103
O -3.150048 5.932250 0.377479 0.988 2.981 0.694
N -3.530203 3.794782 0.037769 -0.097 0.342 -1.372
C -2.783319 3.455414 1.228148 1.045 -0.813 -0.490
H -3.651857 5.245637 -2.513975 0.185 0.183 -0.251
H -4.758880 6.347044 -1.643667 0.281 0.701 -0.146
H -5.161760 4.754753 -1.819594 -1.142 -1.591 -0.017
H -3.916618 3.041337 -0.543418 0.374 0.581 0.350
H -3.463280 3.164657 1.988636 -0.581 -0.502 0.934
H -2.242042 4.325118 1.603589 0.020 -0.196 -0.408
H -2.061528 2.598027 1.048771 -0.751 1.008 0.110
C -5.629488 -0.177837 1.910035 0.487 0.722 -0.309
C -4.327856 0.160842 2.630783 -2.879 -1.521 -0.552
O -4.265299 1.032570 3.451122 0.761 1.729 1.253
N -3.386626 -0.724622 2.353828 1.957 -0.380 -0.114
C -2.145946 -0.709010 3.104152 0.201 -1.423 0.688
H -5.346705 -0.837041 1.109239 -0.509 -0.240 -0.598
H -6.064686 0.746835 1.543480 -0.027 0.083 -0.271
H -6.387343 -0.646700 2.519344 0.113 -0.216 0.515
H -3.589852 -1.528657 1.784707 -0.091 0.044 -0.175
H -1.703334 -1.746364 3.050992 -0.487 0.983 0.294
H -2.449554 -0.456427 4.156209 0.891 -0.111 -0.894
H -1.355438 -0.064486 2.699277 -0.441 0.261 0.211
C -2.408750 -0.071527 -4.604984 -0.407 0.283 -0.264
C -1.618054 -1.128662 -3.895385 -0.467 0.304 0.192
O -0.607452 -0.861951 -3.261792 0.102 -0.322 -0.034
N -2.167532 -2.362232 -3.965248 -0.226 -1.427 -0.030
C -1.584666 -3.536295 -3.322493 -0.745 -1.003 -0.348
H -3.080152 -0.538370 -5.347299 0.371 0.497 0.059
H -1.704769 0.651353 -5.040175 -0.437 -0.272 -0.160
H -3.041281 0.489185 -3.890311 0.407 -0.319 -0.246
H -2.985990 -2.563598 -4.541815 0.582 0.632 0.356
H -2.052137 -3.783302 -2.365132 -0.199 0.257 -0.097
H -0.558658 -3.346978 -3.092772 0.500 0.127 -0.200
H -1.688792 -4.458937 -3.966834 0.252 1.133 0.455
C 1.841675 1.969389 1.823699 1.193 0.154 1.043
C 2.861030 1.811620 3.010276 -0.296 0.571 -0.050
O 3.856707 1.110174 2.891785 0.144 -0.569 -0.204
N 2.675497 2.509713 4.162238 0.667 0.220 0.690
C 3.608277 2.459920 5.311703 -0.756 -0.586 -0.457
H 0.897778 1.423826 2.061785 0.769 0.457 -0.396
H 2.407300 1.606729 0.931214 -0.805 -0.001 0.669
H 1.686074 3.049913 1.703888 -0.454 -0.300 -0.083
H 1.998721 3.221163 4.307004 -1.260 0.128 -0.564
H 3.211350 1.781484 6.100279 0.622 -0.146 -0.705
H 3.656002 3.405131 5.841571 -0.077 0.464 -0.427
H 4.586532 2.222308 4.900564 0.074 -0.371 0.496
C -0.613298 -7.580943 -3.298642 -0.372 0.699 -0.576
C -0.880592 -7.678494 -1.821577 1.337 -0.425 1.762
O -1.918130 -8.142704 -1.362927 0.138 0.463 -0.259
N 0.196943 -7.325363 -0.985980 -1.207 -0.076 -1.986
C 0.103923 -7.341539 0.466893 -1.952 0.547 -0.626
H 0.317729 -7.100029 -3.560376 0.255 0.224 0.085
H -1.429220 -7.116551 -3.851076 -0.178 0.766 0.495
H -0.663614 -8.502910 -3.831284 0.403 -1.349 0.303
H 0.992418 -6.820835 -1.419424 -0.789 -0.345 0.562
H -0.348795 -6.364139 0.849595 0.349 -1.270 -0.327
H 1.117712 -7.368594 0.790533 0.613 -0.383 0.734
H -0.554147 -8.213190 0.780080 1.048 1.092 -0.172
C 5.243131 -0.177391 0.267427 1.530 0.233 -1.314
C 5.734079 -0.735819 -1.088111 -2.746 -0.337 0.414
O 4.846029 -1.236238 -1.844610 2.293 0.573 0.449
N 7.052681 -0.727442 -1.306654 -1.137 -0.358 0.184
C 7.606329 -1.196481 -2.548211 -2.988 -1.589 0.181
H 5.685753 0.864405 0.337672 -0.731 -1.148 0.460
H 5.706132 -0.887157 0.992479 -0.689 0.868 0.048
H 4.144103 -0.198192 0.235758 0.666 0.080 0.445
H 7.613724 -0.145455 -0.716197 0.031 0.164 0.097
H 7.254937 -2.262420 -2.703433 0.208 1.128 0.026
H 8.606812 -1.287532 -2.312173 2.451 0.390 -0.791
H 7.165162 -0.584516 -3.341308 1.061 -0.033 -0.284
C 5.560921 4.297316 -2.440780 2.081 -0.383 -2.366
C 5.509868 2.736903 -2.416910 -1.922 1.353 0.482
O 6.504038 2.058073 -2.375954 1.113 -0.456 -0.149
N 4.267037 2.168262 -2.385415 0.850 0.056 -0.787
C 2.996204 2.822514 -2.486156 -1.411 -0.634 0.343
H 5.108196 4.741429 -3.409194 0.508 -0.803 1.665
H 6.690102 4.485727 -2.495317 -1.609 -0.025 0.056
H 5.195568 4.811265 -1.577298 -0.596 0.022 0.506
H 4.248513 1.177769 -2.573627 0.273 -0.171 0.206
H 2.259210 2.023843 -2.707808 0.318 0.522 -0.222
H 2.863118 3.626396 -3.223499 0.410 -0.241 0.188
H 2.680852 3.148789 -1.502350 -0.101 0.647 0.155
C -1.588605 0.066631 -0.424688 2.022 0.300 -0.384
C -1.352806 -1.438586 -0.273191 2.172 1.129 0.477
O -2.250521 -2.265334 -0.367379 -0.321 -0.042 -0.022
N -0.051996 -1.792799 0.025888 -3.821 0.343 -0.847
C 0.322155 -3.142713 0.208031 1.869 1.074 2.700
H -0.701112 0.745306 -0.217205 -0.882 -1.096 0.280
H -2.441016 0.380677 0.111917 -0.733 0.286 1.157
H -1.844586 0.375098 -1.422032 -0.018 -0.590 -0.633
H 0.586170 -1.065814 0.137939 1.219 1.041 0.214
H 1.397909 -3.063864 0.324929 0.341 -0.595 -0.333
H 0.062105 -3.740210 -0.581518 -0.737 -1.647 -1.873
H 0.011921 -3.542365 1.181222 -0.532 -0.066 -0.257
C -1.913021 4.862450 4.314077 -0.008 2.167 -0.207
C -1.241184 3.674349 4.871833 1.589 -0.386 -0.650
O -0.000506 3.609300 4.915371 -0.812 0.038 0.301
N -2.009390 2.687308 5.331818 -1.766 -0.726 0.145
C -1.516464 1.568914 6.067042 0.114 -0.133 2.629
H -1.463762 5.280679 3.403125 0.055 -0.872 -0.126
H -1.611872 5.706372 4.976283 -0.693 -0.534 0.122
H -2.998983 4.822705 4.172220 0.283 -0.104 0.291
H -3.007633 2.622617 5.171007 0.274 0.671 -0.377
H -0.708098 1.094696 5.538951 0.537 -0.225 0.145
H -2.289086 0.812289 6.339034 0.187 0.671 -0.931
H -1.241996 1.933793 7.121516 0.401 -0.553 -1.488
C 2.128895 -3.536352 -2.881602 0.420 1.040 1.997
C 2.719269 -4.471630 -1.836665 0.346 -1.083 0.020
O 2.232255 -5.564527 -1.491518 0.090 0.943 -0.471
N 3.831910 -4.017532 -1.253808 0.470 1.085 0.009
C 4.604163 -4.724982 -0.213860 0.337 -0.329 -2.389
H 2.672615 -2.569347 -2.963110 -0.418 -0.703 0.091
H 1.127677 -3.370984 -2.535025 -0.360 0.708 0.644
H 1.891905 -3.915114 -3.815987 0.396 -1.311 -1.952
H 4.248792 -3.204694 -1.728387 -0.066 -0.244 0.873
H 5.385474 -4.070326 0.172266 -0.325 -0.049 0.149
H 5.061503 -5.568460 -0.747377 0.427 0.065 0.295
H 4.005842 -5.221868 0.512530 -0.762 0.265 0.772
C -6.050203 0.723487 -2.596997 -0.317 -2.232 -0.322
C -4.724029 0.458254 -1.958496 -0.689 -0.402 0.731
O -3.866101 1.319685 -1.813441 -0.155 0.476 -0.107
N -4.571265 -0.766109 -1.393989 -0.148 1.042 -0.213
C -5.348141 -1.956225 -1.667576 2.276 -1.238 -0.203
H -6.801226 0.195699 -2.004008 -0.180 0.459 0.127
H -6.164731 0.244105 -3.570233 0.412 -0.173 -0.191
H -6.281024 1.726974 -2.765037 -0.123 1.666 0.191
H -3.688330 -0.847012 -0.890432 -0.424 -0.677 -0.271
H -5.326677 -2.192586 -2.727956 0.136 -0.060 -0.302
H -6.365042 -2.052819 -1.388878 -1.045 0.718 0.858
H -4.781074 -2.755169 -1.140875 -0.580 0.336 -0.403
```
Positions in Å, forces in eV/Å.

Atomic partial charges in e from the Löwdin method, atoms 1 to 8: -0.28 0.50 -0.28 -0.26 -0.20 -0.08 -0.11 0.10

=====

2.
This record from OMol25 describes C12H18N3 as an isolated structure. The level of theory is wB97M-V/def2-TZVPD.

## Properties
* relative energy (zero: lowest compared OMol25 entry of this formula, charge and spin): 488.80 kJ/mol
* total charge: +1

```
33
Properties=species:S:1:pos:R:3:forces:R:3
C 1.460059 -0.849763 -2.918255 0.194 0.451 0.642
C 1.160463 -0.149858 -2.002848 -0.020 -0.886 -0.595
C 1.017496 -1.195267 1.776860 0.199 -1.939 2.308
C 1.818155 0.755685 1.236600 -0.045 2.311 0.763
C 1.869848 -0.199435 2.268191 -0.379 0.914 -1.925
C -1.147889 2.062826 -2.246904 0.106 -1.085 2.627
C -1.072445 2.516480 -0.809888 0.809 -2.560 -2.746
C -0.810255 1.063600 -1.179963 0.197 0.294 1.390
C 2.782945 -0.271017 3.402839 1.956 0.901 2.632
C -2.448466 -2.227948 -0.038248 0.502 -0.448 2.587
C -1.835211 0.040550 -0.560222 0.762 2.583 -2.197
C 0.693663 0.746959 -1.008905 -1.027 2.106 -1.416
N 0.540315 -0.921138 0.600397 0.303 1.014 -0.185
N 0.954492 0.327536 0.294344 1.075 -1.663 2.019
N -1.432651 -1.347222 -0.744824 -2.326 -1.008 0.768
H 2.072709 -1.313287 -3.601789 0.520 -1.050 -1.380
H 0.718187 -2.120070 2.341224 0.469 0.950 -0.960
H 2.134246 1.866789 1.191128 -0.079 -2.288 0.069
H -2.057950 1.955761 -2.716120 -1.661 0.002 -1.230
H -0.282101 2.314300 -2.738951 1.317 0.779 -1.882
H -0.231907 3.078317 -0.674635 1.865 1.539 0.978
H -1.885496 2.697221 -0.257271 -3.022 0.952 1.786
H 3.024652 -1.319830 3.682043 0.021 0.695 -0.434
H 3.739085 0.320285 3.230460 -0.965 -1.109 -0.292
H 2.510969 0.208415 4.394246 -0.605 -0.503 -1.208
H -1.853724 -2.946880 0.618017 -0.910 0.409 -1.238
H -2.972434 -1.614888 0.747462 0.374 -0.428 -1.017
H -3.240879 -2.735691 -0.653796 1.261 0.608 0.234
H -2.791869 0.304306 -1.001396 -0.282 -0.441 -0.262
H -1.953308 0.332814 0.473140 0.336 -0.788 0.574
H 1.277313 1.664946 -1.188015 -0.396 -0.012 0.257
H -0.338972 -1.298762 -0.257083 -0.779 -1.002 0.669
H -1.419039 -1.745735 -1.657838 0.231 0.700 -1.335
```
Positions in Å, forces in eV/Å.

Atomic partial charges in e from the Löwdin method, atoms 1 to 8: 0.18 -0.07 -0.04 0.05 -0.24 -0.01 -0.03 -0.31

=====

Across the entries above, max |F| takes the values 0.0816, 0.0747 Eh/bohr, respectively.
Across the entries above, frontier orbital gap takes the values 9.1, 10.5 eV, respectively.